Version one
ORCA calculation (the ωB97M-V functional and the def2-TZVPD basis) on a cluster of 2 separate species, C5H15NO in total.

As for the SMILES: CNCC(C)C.O. For the HOMO energy, the calculation gives -9.02 eV. As for the spin multiplicity: 1. Its HOMO-LUMO gap is 9.824 eV.

Last column: Mulliken charge in e.
Atoms and positions in Å:
C  2.1933  -0.7999  1.3658  -0.832
N  0.6805  -0.9629  1.3489  -0.382
C  0.1513  -0.3530  0.0244  -1.096
C  -1.3163  -0.3269  -0.0168  0.633
C  -1.6392  0.4559  1.2443  -1.318
C  -1.8410  0.3409  -1.2223  -1.317
H  2.6365  0.0718  2.1179  0.215
H  2.7101  -0.7624  0.3731  0.257
H  2.6294  -1.6100  1.8948  0.373
H  0.3873  -1.9474  1.3625  0.254
H  0.6343  -0.9803  -0.7607  0.637
H  0.5198  0.6793  -0.0254  0.423
H  -1.8082  -1.2538  0.0858  0.230
H  -2.7111  0.8256  1.0827  0.364
H  -1.1547  1.4909  1.4076  0.252
H  -1.6391  0.0269  2.2440  0.348
H  -1.6437  -0.3055  -2.1190  0.300
H  -1.0983  1.1363  -1.4790  0.298
H  -2.9024  0.7699  -1.1802  0.335
H  2.1647  1.1808  -3.2286  0.304
H  1.5793  0.8759  -1.8824  0.327
O  1.4675  1.4482  -2.6376  -0.604

Version two
ORCA calculation (the ωB97M-V functional and the def2-TZVPD basis) on a cluster of 2 separate species, C5H15NO in total.

As for the SMILES: CCN(C)CC.O. For the HOMO energy, the calculation gives -7.62 eV. As for the spin multiplicity: 1. Its HOMO-LUMO gap is 8.472 eV.

Last column: Mulliken charge in e.
Atoms and positions in Å:
C  0.3353  -0.0830  -1.7249  -1.120
C  0.2060  0.9329  -0.5797  -0.403
N  0.7394  0.5718  0.7243  0.121
C  1.3646  -0.6991  0.9880  -0.741
C  0.3939  -1.7489  1.5553  -1.134
C  1.1139  1.7007  1.5392  -1.059
H  0.5317  -1.0989  -1.3992  0.360
H  -0.5975  -0.0974  -2.2803  0.282
H  1.1131  0.2067  -2.4276  0.270
H  -0.8517  1.1785  -0.4963  0.294
H  0.6881  1.8602  -0.8940  0.311
H  2.1561  -0.5447  1.7220  0.459
H  1.8961  -1.0696  0.1180  0.406
H  0.5993  -2.7792  1.2443  0.317
H  -0.6007  -1.5326  1.1783  0.310
H  0.3699  -1.7308  2.6396  0.341
H  1.6684  2.4543  0.9562  0.321
H  1.7573  1.3996  2.3620  0.359
H  0.2462  2.1753  2.0000  0.301
H  -4.9918  -0.2493  -1.9365  0.310
H  -3.9921  -0.7994  -2.9373  0.317
O  -4.1455  -0.0471  -2.3516  -0.624

Relative energies, kJ/mol: version one 71.4; version two 0.0.

Version one
ORCA calculation (the ωB97M-V functional and the def2-TZVPD basis) on a cluster of 11 separate species, C25H72N4O11 in total.

As for the SMILES: NC(N)=O.NC(N)=O.CC(C)O.CC(C)O.CC(C)O.CC(C)O.CC(C)O.CCO.CCO.CCO.CCO. For the HOMO energy, the calculation gives -9.30 eV. As for the spin multiplicity: 1. Its HOMO-LUMO gap is 9.340 eV.

Last column: Mulliken charge in e.
Atoms and positions in Å:
C  -14.5013  3.2467  3.8132  0.512
O  -15.2091  4.0274  4.4029  -0.702
N  -14.3117  3.1996  2.5295  -0.038
N  -13.7453  2.4418  4.5291  -0.408
H  -13.9111  2.3261  2.2187  0.157
H  -14.8761  3.7233  1.8759  0.054
H  -13.0754  1.7550  4.2134  0.192
H  -14.0449  2.3371  5.4879  0.243
C  -20.8713  3.6670  1.2454  0.508
O  -21.9523  4.1889  1.5033  -0.768
N  -19.7509  4.2520  1.5598  -0.077
N  -20.5761  2.5470  0.6974  0.095
H  -19.7315  5.1973  1.9152  0.182
H  -18.9142  3.7626  1.2760  -0.195
H  -21.3594  1.9197  0.5837  0.163
H  -19.6543  2.4085  0.3086  -0.166
C  -19.5507  4.8622  -1.6899  -0.214
C  -20.1327  6.1924  -1.9018  -0.625
O  -20.8746  6.0672  -3.0315  -0.520
H  -18.7666  4.6278  -2.4099  0.556
H  -20.3911  4.1744  -1.5959  0.155
H  -19.1277  4.9166  -0.6869  -0.388
H  -19.3672  6.9611  -2.0082  0.240
H  -20.7860  6.4174  -1.0587  0.421
H  -20.2870  5.6995  -3.6956  0.298
C  -15.3817  4.0223  -6.2363  -1.097
C  -14.4506  2.8720  -5.8058  0.133
O  -15.1398  1.7114  -6.0372  -0.531
H  -14.8872  4.9767  -6.0557  0.334
H  -16.3153  4.1029  -5.6796  0.236
H  -15.5320  3.9518  -7.3136  0.324
H  -14.0413  2.9901  -4.8025  -0.018
H  -13.5346  2.9310  -6.3938  0.342
H  -14.8546  1.0528  -5.3997  0.266
C  -12.2635  5.0112  -2.3251  -0.615
C  -11.8253  6.0191  -3.4419  -0.531
O  -12.8442  7.0990  -3.5699  -0.494
H  -11.3593  4.4231  -2.1676  0.470
H  -13.1189  4.3577  -2.4963  0.105
H  -12.5174  5.5772  -1.4290  0.207
H  -11.7941  5.4133  -4.3475  0.241
H  -10.8465  6.4593  -3.2518  0.406
H  -12.4167  7.9447  -3.4158  0.267
C  -16.5587  2.5590  -2.1170  -0.884
C  -17.3401  1.9532  -0.9731  0.247
O  -17.5110  2.9963  0.0329  0.966
H  -17.2519  3.2243  -2.6317  -0.151
H  -16.1183  1.8326  -2.8000  0.408
H  -15.6831  3.0668  -1.7125  0.112
H  -16.7887  1.1592  -0.4695  -0.012
H  -18.2639  1.4368  -1.2343  0.476
H  -16.7275  3.5484  -0.0203  -0.796
C  -13.4638  1.5091  -0.3154  -0.410
C  -13.0344  0.3538  0.4952  0.748
C  -11.4888  0.4003  0.4769  -1.750
O  -13.6012  0.3810  1.8023  -0.582
H  -13.8349  1.1551  -1.2772  0.284
H  -12.6247  2.1628  -0.5530  0.285
H  -14.2073  2.1361  0.1767  -0.408
H  -13.4628  -0.5221  0.0079  0.359
H  -11.0800  -0.3942  1.1011  0.439
H  -11.1916  1.3158  0.9884  0.425
H  -11.0866  0.3079  -0.5320  0.370
H  -13.7200  -0.5367  2.0577  0.312
C  -21.6988  0.5639  -5.5443  -1.394
C  -21.9915  0.6479  -4.0395  0.663
C  -20.8254  0.9400  -3.0642  -0.911
O  -22.9985  1.5801  -3.9069  -0.538
H  -21.0927  1.4034  -5.8848  0.324
H  -22.4957  0.6262  -6.2854  0.383
H  -21.1937  -0.3592  -5.8286  0.334
H  -22.3577  -0.3460  -3.7821  0.143
H  -21.0705  1.0699  -2.0101  0.318
H  -20.3003  1.8128  -3.4521  0.314
H  -20.0699  0.1548  -3.0352  0.022
H  -22.9067  1.7341  -2.9638  0.343
C  -15.6466  6.4512  -1.4921  -0.579
C  -15.3778  6.0700  -0.0082  0.442
C  -16.5944  6.3200  0.8813  -1.682
O  -15.0341  4.7656  0.1970  -0.247
H  -16.4194  5.8745  -2.0004  -0.115
H  -14.6777  6.2770  -1.9601  -0.064
H  -16.1090  7.4208  -1.6771  0.466
H  -14.5193  6.6892  0.2520  0.546
H  -16.3509  6.0297  1.9033  0.452
H  -17.4054  5.6130  0.7065  0.168
H  -16.7988  7.3832  1.0080  0.485
H  -14.1330  4.6607  -0.1170  -0.038
C  -16.6157  0.3986  3.1831  -0.809
C  -18.0307  -0.1518  3.6883  0.275
C  -19.1850  0.1041  2.7635  -0.957
O  -17.9737  -1.5410  3.8659  -0.613
H  -16.5783  1.4852  3.1062  0.246
H  -16.3859  0.0354  2.1814  0.136
H  -15.8126  0.1024  3.8579  0.423
H  -18.3271  0.1694  4.6868  0.250
H  -20.1677  -0.1759  3.1431  0.474
H  -18.9682  -0.2808  1.7670  0.206
H  -19.1735  1.1912  2.6855  0.061
H  -18.7982  -1.9161  4.1837  0.326
C  -17.6180  -1.7630  -2.7975  -0.980
C  -16.2135  -2.4065  -3.0004  0.275
C  -15.6360  -2.3299  -4.4330  -1.151
O  -15.3609  -1.6244  -2.2381  -0.418
H  -17.6335  -0.6833  -2.9459  0.013
H  -17.9665  -1.9372  -1.7795  0.423
H  -18.3668  -2.2670  -3.4085  0.426
H  -16.1672  -3.3850  -2.5223  0.348
H  -16.2896  -2.9108  -5.0837  0.386
H  -14.6170  -2.7143  -4.4794  0.383
H  -15.7650  -1.2800  -4.6959  0.089
H  -15.7108  -1.8170  -1.3651  0.196

Version two
ORCA calculation (the ωB97M-V functional and the def2-TZVPD basis) on a structure of composition C25H72N4O11.

For the HOMO energy, the calculation gives -8.06 eV. As for the spin multiplicity: 1. Its HOMO-LUMO gap is 7.150 eV.

Last column: Mulliken charge in e.
Atoms and positions in Å:
C  1.4403  -3.0004  1.8112  -0.496
O  1.7833  -3.2934  3.0962  -0.529
H  2.2063  -2.8504  1.0432  0.081
H  0.8963  -2.0894  1.6782  -0.092
H  0.7923  -3.7884  1.4202  0.540
H  0.9603  -3.4294  3.5782  0.345
C  -1.0287  0.4436  3.5072  -0.794
O  -1.9567  1.0406  2.6712  -0.334
H  -0.7157  1.0396  4.3222  0.441
H  -0.1077  0.2096  2.9492  0.012
H  -1.4657  -0.4454  3.9512  0.431
H  -2.5957  1.5306  3.2192  0.212
C  3.4423  -0.6024  2.9242  -0.500
O  2.4853  0.1176  2.1552  -0.334
N  3.3453  -0.7284  4.2582  -0.383
N  4.4493  0.1296  3.1412  -0.181
H  3.3713  -1.7544  4.4562  0.326
H  2.3103  -0.5984  4.4782  0.320
H  5.1503  -0.4454  2.6172  0.370
H  4.4383  0.9866  2.4022  0.400
C  -1.6647  0.4856  -4.0218  0.623
O  -1.9087  0.0996  -5.3068  -0.845
N  -0.4557  0.8096  -3.7508  0.091
N  -2.4277  0.8166  -3.0058  -0.040
H  0.2033  0.4976  -4.4678  0.167
H  -0.0827  0.8426  -2.7498  0.211
H  -3.4207  0.5096  -3.0128  -0.151
H  -1.9317  0.8576  -2.1328  -0.024
C  -4.3387  -1.8504  -2.4078  -1.204
C  -5.3667  -0.8654  -1.8628  0.718
C  -5.6507  -0.8924  -0.3238  -1.042
O  -5.2307  0.2886  -2.3198  -0.642
H  -3.4597  -2.0494  -1.7258  0.043
H  -3.9157  -1.7714  -3.4298  0.394
H  -4.8557  -2.8854  -2.3768  0.391
H  -6.1817  -1.3394  -2.4438  0.214
H  -6.6607  -0.4234  -0.1118  0.388
H  -4.9327  -0.2414  0.1222  0.175
H  -5.7507  -1.9204  0.1472  0.265
H  -5.9717  0.7886  -2.0328  0.414
C  -3.6297  2.5856  -0.1948  -0.089
C  -2.7997  3.2596  -1.2138  0.313
C  -2.7737  4.7166  -0.8848  -1.862
O  -1.5507  3.0206  -1.3208  -0.388
H  -4.0937  1.6926  -0.6378  -0.744
H  -4.4647  3.1716  0.1472  0.712
H  -2.9747  2.3136  0.5792  -0.111
H  -3.2047  3.0376  -2.1518  1.187
H  -2.6457  4.8966  0.1792  0.316
H  -3.7427  5.0626  -1.2178  0.606
H  -2.0527  5.2636  -1.5048  0.247
H  -1.2457  3.1376  -0.4408  -0.351
C  -1.1387  -0.7244  -0.2008  -0.881
C  0.2903  -0.1734  -0.4448  2.958
C  1.1903  -1.2284  -1.2068  -1.844
O  0.3403  0.8696  -1.0488  -0.677
H  -1.7917  -0.0634  0.2812  0.583
H  -1.0867  -1.6424  0.4322  -0.734
H  -1.6017  -1.0934  -1.0628  0.454
H  0.6493  0.0656  0.5282  0.074
H  2.2043  -0.9814  -0.9438  -0.032
H  1.0413  -1.1794  -2.2588  0.511
H  0.8643  -2.1554  -0.9108  0.557
H  -0.2727  1.3686  -0.5888  -1.086
C  5.8013  -2.8524  2.4482  -1.295
C  6.0223  -1.9814  1.2632  -0.254
C  4.8433  -1.9164  0.2602  -0.364
O  6.2753  -0.7944  1.4242  -0.579
H  6.4113  -2.6064  3.2222  0.376
H  5.9483  -3.8864  2.1982  0.450
H  4.7443  -2.7664  2.7442  0.106
H  6.8433  -2.3934  0.7562  0.795
H  5.0543  -1.4954  -0.7238  0.438
H  3.9763  -1.2634  0.5112  -0.343
H  4.5563  -2.9714  0.1012  0.362
H  7.0903  -0.6764  0.9172  0.408
C  2.8873  0.2726  -3.6988  -0.763
C  3.2233  1.1786  -4.8178  0.402
C  3.5993  0.3676  -6.1158  -1.427
O  2.2873  1.9046  -5.2278  -0.496
H  2.4443  -0.6414  -3.9878  0.529
H  2.2253  0.7596  -3.0658  -0.229
H  3.8203  0.0856  -3.1438  0.262
H  4.0743  1.7706  -4.4858  0.453
H  3.1103  0.5396  -7.0538  0.377
H  3.7543  -0.7104  -5.9708  0.317
H  4.5733  0.7566  -6.5008  0.330
H  2.2263  2.6396  -4.6168  0.340
C  -2.0807  -3.9644  2.3052  -1.478
C  -2.5707  -2.7654  2.9922  1.769
C  -3.6837  -2.0884  2.2152  -0.663
O  -2.8897  -2.9394  4.1992  -0.558
H  -2.8397  -4.6724  1.9042  0.378
H  -1.3217  -4.5024  2.8972  0.297
H  -1.6497  -3.6664  1.3512  0.206
H  -1.6787  -2.1144  2.9922  -0.902
H  -4.1727  -1.1664  2.6272  0.331
H  -4.6217  -2.7434  2.1092  0.486
H  -3.3557  -1.8104  1.2212  -0.270
H  -3.8247  -3.2214  4.3562  0.388
C  1.7113  3.0176  0.5612  -1.393
C  0.4813  3.2546  1.4152  1.495
C  0.2603  4.6786  1.9122  -1.550
O  -0.6117  2.8166  1.0342  -0.005
H  1.4853  3.3316  -0.4538  0.267
H  2.0913  2.0046  0.6202  0.011
H  2.5303  3.5536  0.9562  0.668
H  0.7833  2.7346  2.3772  -0.046
H  0.0593  5.2636  0.9832  0.303
H  1.0043  5.2756  2.3262  0.524
H  -0.6447  4.7466  2.6162  0.199
H  -0.9547  2.2126  1.6612  -0.356

Relative energies, kJ/mol: version one 0.0; version two 1470.0.

Version one
ORCA calculation (the ωB97M-V functional and the def2-TZVPD basis) on a cluster of 2 separate species, C4H12N3 in total.

For the HOMO energy (spin up / spin down), the calculation gives -8.29 / -8.22 eV. As for the spin multiplicity: 2. Its HOMO-LUMO gap (spin up / spin down) is 8.998 / 7.256 eV.

Last column: Mulliken charge in e.
Atoms and positions in Å:
C  0.1844  -1.0405  -1.4916  -0.646
C  0.1276  0.4637  -1.5003  -0.095
C  1.5726  1.0084  -1.5188  -1.144
N  -1.1760  1.0320  2.8364  -0.469
C  -0.7978  -0.2324  2.4399  0.180
N  0.1964  -0.5095  1.5812  -0.580
N  -0.8550  -1.4399  -0.5816  -0.698
H  -0.0233  -1.3304  -2.5453  0.397
H  1.1700  -1.4066  -1.2907  0.292
H  -0.5802  0.8178  -2.3401  0.324
H  -0.3392  0.7924  -0.4825  0.132
H  1.5399  2.1541  -1.3737  0.312
H  2.0515  0.6914  -0.5805  0.318
H  -2.0197  1.1880  3.4393  0.248
H  -0.3109  1.6108  3.1116  0.274
H  -1.4358  -0.9373  2.8852  0.356
H  2.2124  0.6325  -2.3776  0.301
H  -0.4415  -1.0769  0.3572  0.309
H  -1.0752  -2.4176  -0.5681  0.190

Version two
ORCA calculation (the ωB97M-V functional and the def2-TZVPD basis) on a cluster of 2 separate species, C4H12N3 in total.

For the HOMO energy (spin up / spin down), the calculation gives -8.35 / -8.35 eV. As for the spin multiplicity: 2. Its HOMO-LUMO gap (spin up / spin down) is 7.576 / 7.580 eV.

Last column: Mulliken charge in e.
Atoms and positions in Å:
C  0.2518  0.8566  -0.7046  -0.577
C  0.4592  -0.6654  -0.5272  -0.361
C  1.9373  -1.0549  -0.0783  -0.608
N  -2.6705  0.5957  0.0784  -0.462
C  -3.4376  -0.2620  0.9201  -0.247
N  2.3280  -0.3134  1.1287  -0.599
N  1.4725  1.5384  -1.0197  -0.597
H  -0.6524  1.1195  -1.2732  0.516
H  -0.1877  1.2775  0.2097  0.305
H  0.4152  -1.1484  -1.4939  0.263
H  -0.2298  -1.0817  0.2042  0.220
H  2.6217  -0.6717  -0.8380  0.324
H  1.9001  -2.1251  0.1031  0.432
H  1.2965  2.3937  -1.5508  0.241
H  -3.7043  0.8229  -0.1668  0.201
H  -3.5990  -1.2961  0.6413  0.246
H  2.5382  0.6195  0.8112  0.228
H  -3.8348  0.0629  1.8764  0.284
H  3.0957  -0.6678  1.6795  0.192

Version three
ORCA calculation (the ωB97M-V functional and the def2-TZVPD basis) on a cluster of 2 separate species, C4H12N3 in total.

For the HOMO energy (spin up / spin down), the calculation gives -2.37 / -8.42 eV. As for the spin multiplicity: 2. Its HOMO-LUMO gap (spin up / spin down) is 3.243 / 9.086 eV.

Last column: Mulliken charge in e.
Atoms and positions in Å:
C  -2.2164  -0.3099  -1.8147  -1.037
C  -1.1456  0.4854  -1.6744  -0.097
N  -0.6324  0.8781  -0.3813  0.053
C  -0.0943  2.2617  -0.2062  -1.228
H  -2.7419  -0.6024  -0.9171  0.204
H  -2.5933  -0.6012  -2.7752  0.254
H  -0.4526  0.8552  -2.4409  0.272
H  -1.4234  0.7845  0.3187  0.356
H  0.2943  2.3681  0.7808  0.402
H  0.6489  2.3827  -1.0046  0.302
H  -0.9766  2.9237  -0.3026  0.439
N  1.4367  -0.4632  0.3093  -0.462
C  1.7376  -1.2636  1.2949  -0.445
N  0.8322  -1.7334  2.1855  -0.546
H  0.0980  0.0422  0.0306  0.352
H  2.2974  -0.1944  -0.1830  0.168
H  2.7745  -1.4160  1.4616  0.379
H  1.0191  -2.5060  2.8052  0.306
H  -0.0882  -1.8486  1.8349  0.328

Relative energies, kJ/mol: version one 0.0; version two 287.5; version three 109.6.